Entry 1:
Below is 2 unconnected molecules or ions with the total composition C4H10N2O2, with properties calculated with ωB97M-V with the def2-TZVPD basis set.

The geometry in XYZ format:
```
18
Properties=species:S:1:pos:R:3:forces:R:3:mulliken_charge:R:1
O -2.4860 -0.2767 -0.7016 -0.134 0.046 1.308 -0.350
O -2.3223 -1.6744 0.9329 -0.303 0.961 0.765 -0.264
N 2.1015 -0.4776 1.1222 -0.151 -0.248 -0.319 -0.604
N 0.7020 1.4504 -0.2150 0.540 -1.933 -0.541 0.010
C 0.0386 0.7435 0.8478 0.453 0.718 0.326 -0.633
C 0.3957 1.2402 -1.6218 -0.232 0.890 0.610 -0.654
C -2.2858 -1.4385 -0.2786 0.442 -0.986 -2.473 0.232
C 0.6776 -0.6644 1.0713 0.660 0.196 0.007 -0.261
H 1.2573 1.5127 -2.2148 0.050 0.066 -0.142 0.369
H 2.5769 -1.3435 0.8425 -0.091 0.105 0.336 0.266
H 0.1359 0.1930 -1.7528 -0.176 -0.162 -0.058 0.265
H 0.3593 1.2790 1.7488 -0.537 0.054 0.042 0.301
H -1.0266 0.6848 0.6961 -0.224 0.193 0.030 0.406
H 1.7056 1.5108 -0.0202 -0.053 0.536 0.165 0.417
H 0.2843 -0.9489 2.0532 0.082 -0.173 0.114 0.404
H -2.0046 -2.2114 -1.0143 -0.205 -0.209 0.261 0.400
H -0.4676 1.8655 -1.8765 -0.007 -0.217 -0.135 0.292
H 0.3581 -1.4446 0.3808 -0.112 0.163 -0.295 0.403
```
Positions in Å, forces in eV/Å.

Calculated values
Charge   +1
⟨S²⟩   1.77
Highest occupied orbital energy (spin up / spin down)   -15.13 / -14.85 eV
HOMO-LUMO gap (spin up / spin down)   0.36659 / 0.26211 Eh
Multiplicity   2

***

Entry 2:
Below is 5 unconnected molecules or ions with the total composition H12NO4, with properties calculated with ωB97M-V with the def2-TZVPD basis set.

The geometry in XYZ format:
```
17
Properties=species:S:1:pos:R:3:forces:R:3:mulliken_charge:R:1
O -2.1823 1.0419 1.3656 0.029 0.397 0.623 -0.673
O 2.5390 -0.2114 -2.8990 -0.468 1.023 0.813 -0.640
O 0.3401 -1.8889 2.3450 0.053 0.404 -0.211 -0.635
O -0.9245 1.3501 -1.4892 0.256 -0.150 0.096 -0.601
N 0.4024 0.0888 0.4539 -0.006 0.380 0.011 -0.410
H 2.0345 -0.5734 -3.6263 0.436 -0.572 -0.133 0.326
H -0.1353 -2.5777 1.8699 0.085 -0.255 0.344 0.324
H 0.9343 0.5877 -0.2593 0.221 0.134 0.196 0.389
H -1.8661 1.2399 -1.3308 -0.079 0.139 -0.226 0.304
H 0.8733 -2.3020 3.0302 -0.106 -0.246 -0.014 0.323
H 0.8852 -0.1518 1.3192 0.314 -0.182 -0.134 0.382
H 0.0970 -0.7727 0.0184 -0.258 -0.132 0.008 0.344
H -0.7944 1.4977 -2.4311 -0.200 0.052 -0.005 0.303
H 3.2568 -0.7661 -2.5947 -0.037 -0.465 -0.565 0.324
H -0.4150 0.6627 0.6983 -0.270 -0.163 -0.303 0.311
H -3.1077 1.3053 1.3307 -0.230 -0.202 -0.474 0.311
H -1.9375 1.4697 2.1992 0.263 -0.163 -0.024 0.318
```
Positions in Å, forces in eV/Å.

Calculated values
Charge   +1
Highest occupied orbital energy   -14.72 eV
HOMO-LUMO gap   0.42597 Eh
Multiplicity   1